# C26H21ClF6N10O9RuSb

A molecular structure, C26H21ClF6N10O9RuSb (wB97M-V/def2-TZVPD, the Open Molecules 2025 dataset).

Output
multiplicity	6
HOMO-LUMO gap (alpha / beta)	6.826 / 5.915	eV
ΔE to the lowest compared entry with this formula, charge and spin	175.2	kJ/mol
net charge	+2
LUMO level (alpha / beta)	-7.76 / -9.34	eV

Structure (XYZ):
```
75
Properties=species:S:1:pos:R:3:lowdin_spin:R:1
Ru -0.58 -0.59 0.13 3.12
C -3.13 -2.61 -4.30 0.00
N -2.61 -2.51 -2.94 0.01
C -2.23 -1.42 -2.30 0.01
N -1.84 -1.77 -1.07 0.05
C -1.99 -3.14 -1.04 0.01
N -2.45 -3.62 -2.16 0.01
C -2.06 -2.62 -5.37 0.00
C -2.48 -2.56 -6.71 0.08
C -1.57 -2.50 -7.75 -0.01
C -0.21 -2.51 -7.48 0.07
C 0.21 -2.62 -6.15 0.03
C -0.72 -2.66 -5.09 0.04
C 1.60 -2.68 -5.87 0.13
N 2.63 -2.36 -6.68 0.14
N 3.73 -2.51 -5.97 0.15
C 3.36 -2.93 -4.75 0.11
O 2.03 -3.07 -4.67 -0.02
C 4.17 -3.21 -3.63 0.04
C 5.57 -3.03 -3.68 0.07
C 6.31 -3.29 -2.54 -0.01
C 5.68 -3.70 -1.37 0.10
C 4.29 -3.89 -1.32 0.01
C 3.58 -4.29 -0.04 0.00
N 2.67 -3.22 0.39 0.01
C 1.43 -2.99 0.02 0.01
N 1.08 -1.78 0.47 0.02
C 2.20 -1.31 1.11 0.01
N 3.18 -2.16 1.08 0.00
C 3.55 -3.64 -2.45 0.06
H -3.79 -1.75 -4.45 0.00
H -3.75 -3.50 -4.34 0.00
H -2.24 -0.43 -2.71 0.00
H -1.78 -3.74 -0.17 0.00
H -3.54 -2.54 -6.93 0.00
H -1.92 -2.44 -8.77 0.00
H 0.52 -2.45 -8.28 0.00
H -0.35 -2.70 -4.08 0.00
H 6.03 -2.69 -4.59 0.00
H 7.38 -3.15 -2.55 0.00
H 6.27 -3.88 -0.48 0.00
H 4.27 -4.44 0.78 0.00
H 2.99 -5.19 -0.18 0.00
H 0.81 -3.67 -0.54 0.00
H 2.26 -0.35 1.59 0.00
H 2.47 -3.77 -2.44 0.00
C -3.74 0.00 2.06 0.00
C -3.05 1.00 1.21 0.02
N -2.08 0.82 0.29 0.02
C -1.86 2.06 -0.31 0.00
C -2.67 2.98 0.27 0.01
N -3.40 2.28 1.19 0.01
C -2.98 4.44 0.13 0.00
O -2.24 5.16 -0.68 0.00
O -3.88 4.87 0.80 0.00
C -0.91 2.23 -1.42 0.00
O -0.57 3.30 -1.84 0.00
O -0.55 1.03 -1.91 0.08
H -3.51 -1.01 1.74 0.00
H -4.82 0.15 1.99 0.00
H -3.44 0.11 3.10 0.00
H -4.12 2.73 1.75 0.00
H -1.53 4.63 -1.11 0.00
O -1.63 -1.33 4.02 0.02
Cl -0.72 -1.49 2.95 0.00
O 0.45 -2.20 3.30 0.01
O -1.39 -2.12 1.77 0.13
O -0.36 -0.14 2.37 0.14
F 0.76 0.75 0.16 0.20
Sb 1.43 0.72 -2.50 0.00
F 2.16 2.27 -1.80 0.00
F 2.84 -0.11 -1.56 0.00
F 2.02 -0.36 -3.94 0.00
F 0.55 -1.01 -2.02 0.07
F 0.84 1.76 -3.93 0.00
```

---

# C35H99N14O21P5

10 unconnected molecules or ions with the total composition C35H99N14O21P5 (wB97M-V/def2-TZVPD, the Open Molecules 2025 dataset).

Output
multiplicity	2
HOMO-LUMO gap (alpha / beta)	1.885 / 5.403	eV
net charge	-1
LUMO level (alpha / beta)	1.72 / 1.72	eV

Structure (XYZ):
```
174
Properties=species:S:1:pos:R:3:lowdin_spin:R:1
O -5.25 7.28 -0.39 0.00
P -5.31 6.60 -1.73 0.00
N -6.91 6.03 -1.93 0.00
C -7.99 6.92 -1.45 0.00
C -7.24 5.03 -2.93 0.00
N -4.25 5.30 -1.99 0.00
C -4.14 4.21 -0.98 0.00
C -2.84 5.59 -2.46 0.00
N -5.08 7.72 -3.00 0.00
C -4.82 9.10 -2.77 0.00
C -5.67 7.49 -4.31 0.00
H -7.65 7.71 -0.78 0.00
H -8.82 6.38 -1.00 0.00
H -8.56 7.33 -2.29 0.00
H -7.93 5.45 -3.65 0.00
H -7.71 4.14 -2.53 0.00
H -6.30 4.80 -3.44 0.00
H -5.08 3.67 -0.93 0.00
H -3.43 3.41 -1.19 0.00
H -3.89 4.59 0.02 0.00
H -2.30 4.66 -2.61 0.00
H -2.85 6.13 -3.41 0.00
H -2.23 6.08 -1.70 0.00
H -4.19 9.21 -1.89 0.00
H -4.39 9.64 -3.61 0.00
H -5.80 9.52 -2.53 0.00
H -6.74 7.47 -4.14 0.00
H -5.43 6.51 -4.71 0.00
H -5.26 8.25 -4.97 0.00
O -0.68 2.32 -1.12 0.00
P -0.22 1.15 -0.39 0.00
N 1.04 1.54 0.78 0.00
C 1.54 2.95 0.95 0.00
C 1.74 0.53 1.56 0.00
N 0.48 -0.06 -1.36 0.00
C -0.35 -0.66 -2.42 0.00
C 1.95 0.04 -1.81 0.00
N -1.41 0.35 0.57 0.00
C -1.23 -1.04 1.20 0.00
C -2.77 0.88 0.56 0.00
H 1.09 3.33 1.86 0.00
H 1.06 3.52 0.15 0.00
H 2.62 3.04 0.87 0.00
H 1.53 0.63 2.62 0.00
H 2.82 0.65 1.46 0.00
H 1.54 -0.52 1.38 0.00
H -1.17 -1.11 -1.87 0.00
H -0.85 0.05 -3.09 0.00
H 0.16 -1.53 -2.83 0.00
H 2.48 0.90 -1.40 0.00
H 2.43 -0.85 -1.40 0.00
H 2.10 0.12 -2.89 0.00
H -2.03 -1.29 1.90 0.00
H -1.39 -1.66 0.33 0.00
H -0.30 -1.31 1.70 0.00
H -3.29 0.66 1.50 0.00
H -3.24 0.55 -0.36 0.00
H -2.71 1.97 0.44 0.00
O 2.07 -3.09 -0.09 0.00
P 1.69 -4.46 0.25 0.00
N 1.74 -4.74 1.96 0.00
C 0.82 -4.07 2.83 0.00
C 3.02 -4.69 2.57 0.00
N 2.56 -5.75 -0.54 0.00
C 4.00 -5.74 -0.84 0.00
C 1.87 -7.13 -0.80 0.00
N -0.03 -4.74 -0.13 0.00
C -0.57 -4.25 -1.41 0.00
C -0.83 -5.77 0.46 0.00
H 0.67 -4.63 3.75 0.00
H -0.15 -3.99 2.33 0.00
H 1.25 -3.08 3.00 0.00
H 3.75 -5.27 2.01 0.00
H 3.06 -5.23 3.51 0.00
H 3.47 -3.70 2.64 0.00
H 4.40 -4.74 -0.66 0.00
H 4.48 -6.28 -0.02 0.00
H 4.40 -6.22 -1.74 0.00
H 2.59 -7.92 -1.01 0.00
H 1.30 -7.48 0.06 0.00
H 1.17 -6.96 -1.61 0.00
H -1.22 -4.94 -1.94 0.00
H -1.07 -3.32 -1.14 0.00
H 0.31 -4.07 -2.01 0.00
H -1.87 -5.48 0.57 0.00
H -0.47 -6.14 1.42 0.00
H -0.76 -6.69 -0.12 0.00
C -5.55 5.08 2.15 0.04
N -5.49 3.70 2.68 0.40
O -4.81 2.90 2.06 0.25
O -6.50 3.43 3.34 0.25
H -6.40 5.23 1.48 0.02
H -4.68 5.48 1.63 0.00
H -5.75 5.74 3.00 0.00
C -6.08 -1.24 -4.06 0.00
N -4.69 -0.68 -3.68 0.00
O -3.79 -0.81 -4.52 0.00
O -4.46 -0.16 -2.60 0.00
H -5.95 -1.55 -5.10 0.00
H -6.73 -0.40 -3.86 0.00
H -6.20 -2.06 -3.34 0.00
C 4.44 -0.34 -5.64 0.00
N 3.21 0.55 -5.91 0.00
O 2.52 0.34 -6.90 0.00
O 3.01 1.46 -5.13 0.00
H 4.47 -1.16 -6.36 0.00
H 4.45 -0.99 -4.77 0.00
H 5.35 0.25 -5.50 0.00
C 2.81 -3.36 -3.32 0.00
N 3.67 -4.49 -3.91 0.00
O 4.86 -4.23 -3.90 0.00
O 3.21 -5.47 -4.34 0.00
H 3.49 -2.99 -2.56 0.00
H 1.96 -3.67 -2.71 0.00
H 2.50 -2.63 -4.06 0.00
C 4.46 6.98 2.09 0.00
N 4.84 5.56 2.52 0.00
O 5.45 5.39 3.55 0.00
O 4.63 4.62 1.80 0.00
H 4.13 6.76 1.07 0.00
H 5.32 7.64 2.06 0.00
H 3.59 7.27 2.68 0.00
C 6.51 -3.11 0.67 0.00
C 5.50 -2.30 -0.21 0.00
O 5.98 -0.94 -0.26 0.00
P 5.73 0.08 -1.53 0.00
O 4.65 -0.45 -2.36 0.00
O 5.50 1.61 -0.98 0.00
C 5.32 2.68 -1.85 0.00
C 6.07 3.79 -1.30 0.00
O 7.16 0.21 -2.25 0.00
C 7.95 -0.88 -2.55 0.00
C 7.38 -1.71 -3.74 0.00
H 6.03 -3.96 1.17 0.00
H 7.19 -3.32 -0.15 0.00
H 6.97 -2.45 1.39 0.00
H 5.40 -2.70 -1.22 0.00
H 4.53 -2.37 0.28 0.00
H 5.81 2.29 -2.75 0.00
H 4.26 2.90 -1.98 0.00
H 5.62 4.30 -0.45 0.00
H 7.04 3.48 -0.93 0.00
H 6.22 4.55 -2.07 0.00
H 9.00 -0.60 -2.64 0.00
H 8.02 -1.60 -1.73 0.00
H 8.13 -2.47 -3.96 0.00
H 6.45 -2.16 -3.40 0.00
H 7.17 -1.08 -4.60 0.00
C -2.74 -6.12 4.15 0.00
C -2.48 -5.97 5.69 0.00
O -1.37 -5.03 5.69 0.00
P -1.67 -3.43 5.74 0.00
O -2.79 -2.93 4.91 0.00
O -1.83 -3.14 7.34 0.00
C -3.10 -2.50 7.79 0.00
C -4.23 -3.56 7.93 0.00
O -0.26 -2.75 5.36 0.00
C -0.32 -1.44 4.74 0.00
C -0.53 -0.51 5.98 0.00
H -3.08 -5.13 3.84 0.00
H -1.75 -6.31 3.74 0.00
H -3.48 -6.89 3.93 0.00
H -3.31 -5.61 6.29 0.00
H -2.19 -6.90 6.18 0.00
H -2.88 -2.24 8.83 0.00
H -3.43 -1.69 7.14 0.00
H -4.05 -4.40 8.60 0.00
H -5.02 -3.06 8.49 0.00
H -4.72 -3.85 7.01 0.00
H 0.67 -1.31 4.32 0.00
H -1.06 -1.31 3.95 0.00
H 0.29 0.21 6.06 0.00
H -1.49 0.01 5.98 0.00
H -0.62 -0.87 7.00 0.00
```

---

# C7H13N

C7H13N in the gas phase (wB97M-V/def2-TZVPD, the Open Molecules 2025 dataset).

Output
multiplicity	1
HOMO-LUMO gap	9.950	eV
ΔE to the lowest compared entry with this formula, charge and spin	134.7	kJ/mol
LUMO level	1.01	eV
structure (SMILES)	C=C(C)C(=C)CCN

Structure (XYZ):
```
21
Properties=species:S:1:pos:R:3:lowdin_charge:R:1
C -1.70 -1.05 0.28 0.06
C -0.81 -0.88 -0.69 -0.33
C -0.86 -1.59 -2.02 -0.06
C 0.31 0.10 -0.54 -0.30
C 0.65 0.96 -1.50 0.05
C 1.18 -0.08 0.69 -0.16
C 0.67 0.61 1.95 -0.28
N 0.06 1.93 1.66 0.00
H -2.38 -1.89 0.31 0.06
H -1.80 -0.37 1.12 0.06
H -1.54 -2.44 -1.96 0.08
H -1.21 -0.88 -2.77 0.08
H 0.12 -1.94 -2.34 0.08
H 0.01 1.15 -2.36 0.07
H 1.55 1.56 -1.45 0.07
H 1.28 -1.16 0.86 0.12
H 2.17 0.32 0.45 0.11
H -0.10 0.00 2.40 0.08
H 1.50 0.71 2.65 0.10
H 0.56 2.34 0.86 0.05
H 0.30 2.57 2.41 0.06
```

---

# C20H60O10S3

10 unconnected molecules or ions with the total composition C20H60O10S3 (wB97M-V/def2-TZVPD, the Open Molecules 2025 dataset).

Output
multiplicity	1
HOMO-LUMO gap	9.238	eV
ΔE to the lowest compared entry with this formula, charge and spin	69.8	kJ/mol
LUMO level	0.39	eV

Structure (XYZ):
```
93
Properties=species:S:1:pos:R:3:lowdin_charge:R:1
C 34.54 -24.13 51.24 -0.08
C 33.41 -23.65 50.37 -0.25
O 33.83 -22.31 49.99 -0.06
H 35.48 -24.10 50.77 0.06
H 34.69 -25.29 51.61 0.09
H 34.50 -23.42 52.08 0.07
H 32.42 -23.48 50.88 0.12
H 33.40 -24.12 49.49 0.04
H 34.03 -21.89 50.77 -0.03
C 30.15 -29.91 47.40 -0.07
C 31.56 -30.60 47.59 -0.24
O 32.23 -30.16 48.83 -0.10
H 29.55 -30.34 46.52 0.10
H 30.42 -28.82 47.12 0.07
H 29.58 -29.71 48.30 0.05
H 32.14 -30.35 46.78 0.07
H 31.28 -31.69 47.59 0.12
H 32.97 -30.71 48.91 0.04
C 35.14 -27.52 53.19 -0.03
C 33.82 -27.78 53.88 -0.31
O 34.00 -28.95 54.67 -0.09
H 35.93 -27.59 53.89 0.09
H 35.02 -26.58 52.56 0.06
H 35.22 -28.04 52.37 0.01
H 32.94 -27.92 53.21 0.08
H 33.81 -27.19 54.66 0.04
H 33.11 -29.17 54.98 0.09
C 28.28 -23.18 52.04 -0.09
C 28.25 -23.85 50.66 -0.31
O 27.53 -25.11 50.65 -0.15
H 28.75 -23.92 52.70 0.08
H 27.33 -22.78 52.20 0.06
H 28.80 -22.29 51.93 0.03
H 29.32 -24.26 50.44 0.12
H 27.98 -23.10 49.83 0.13
H 27.97 -25.58 51.45 0.06
C 31.84 -22.22 53.44 -0.06
C 32.18 -21.04 52.45 -0.31
O 33.55 -20.69 52.30 -0.09
H 32.39 -23.11 53.10 0.04
H 30.80 -22.65 53.39 0.07
H 32.01 -22.06 54.44 0.03
H 31.44 -20.31 52.62 0.08
H 31.71 -21.04 51.44 0.13
H 33.92 -20.41 53.22 0.15
C 33.01 -31.19 52.87 -0.04
C 32.96 -32.11 51.57 -0.29
O 32.52 -33.45 51.84 -0.06
H 32.09 -31.20 53.26 0.00
H 33.16 -30.02 52.43 0.14
H 33.74 -31.57 53.53 0.06
H 33.99 -32.21 50.99 0.13
H 32.42 -31.55 50.74 0.08
H 32.83 -33.99 51.16 0.04
C 34.01 -26.53 48.34 -0.05
C 32.61 -27.10 47.99 -0.21
O 31.82 -25.82 47.75 -0.14
H 34.70 -27.27 48.01 0.06
H 34.34 -26.27 49.27 0.02
H 34.32 -25.85 47.56 0.09
H 31.98 -27.75 48.75 0.11
H 32.43 -27.64 47.17 0.04
H 31.18 -26.04 47.02 0.09
C 31.31 -26.54 52.27 -0.25
S 30.11 -27.81 52.73 0.95
O 28.75 -27.11 52.29 -0.56
C 30.35 -28.72 51.23 -0.22
H 31.11 -25.73 53.00 0.05
H 31.14 -26.01 51.40 0.03
H 32.24 -26.89 52.00 0.02
H 29.75 -29.61 51.03 0.09
H 31.25 -29.30 51.24 0.04
H 30.32 -28.23 50.52 -0.10
C 30.34 -23.70 56.91 -0.27
S 30.28 -25.47 56.75 0.80
O 29.12 -25.77 55.91 -0.54
C 31.74 -25.71 55.68 -0.25
H 31.38 -23.72 57.17 0.02
H 29.60 -23.19 57.75 0.14
H 30.32 -23.09 56.16 -0.04
H 31.76 -24.87 54.95 0.04
H 31.34 -26.68 54.95 0.11
H 32.63 -25.63 56.14 0.00
C 27.21 -30.20 53.40 -0.28
S 28.50 -31.23 54.02 0.78
O 29.62 -30.27 54.33 -0.59
C 27.70 -31.77 55.44 -0.30
H 27.67 -29.41 52.80 0.02
H 26.72 -29.59 54.30 0.11
H 26.43 -30.74 52.84 0.06
H 26.97 -32.35 55.10 -0.01
H 27.43 -30.73 55.97 0.12
H 28.37 -32.43 56.03 0.07
```

---

# C7H11NO

2 unconnected molecules or ions with the total composition C7H11NO (wB97M-V/def2-TZVPD, the Open Molecules 2025 dataset).

Output
multiplicity	1
HOMO-LUMO gap (alpha / beta)	9.594 / 9.594	eV
ΔE to the lowest compared entry with this formula, charge and spin	640.6	kJ/mol
LUMO level (alpha / beta)	0.89 / 0.89	eV
structure (SMILES)	C=[NH+][O-].CC#CC1CC1

Structure (XYZ):
```
20
Properties=species:S:1:pos:R:3:lowdin_charge:R:1
C 2.84 1.61 -0.75 0.04
N 2.48 0.76 0.16 -0.22
O 3.20 -0.08 0.78 -0.14
H 2.07 1.97 -1.26 0.02
H 3.90 1.88 -0.97 0.10
H 1.47 0.49 0.50 0.16
C 0.97 -2.58 0.32 -0.10
C 0.20 -1.40 -0.01 -0.11
C -0.56 -0.47 -0.13 -0.02
C -1.50 0.67 -0.28 -0.29
C -2.93 0.31 0.00 -0.14
C -2.21 1.17 0.96 -0.13
H 2.04 -2.26 0.67 0.10
H 1.11 -2.99 -0.68 0.07
H 0.55 -3.39 0.86 0.06
H -1.07 1.34 -1.04 0.14
H -3.22 -0.66 0.30 0.10
H -3.68 0.68 -0.71 0.11
H -2.25 2.23 1.03 0.08
H -2.07 0.65 2.03 0.16
```

---

# C4H3NO2

C4H3NO2 in the gas phase (wB97M-V/def2-TZVPD, the Open Molecules 2025 dataset).

Output
multiplicity	1
HOMO-LUMO gap	10.673	eV
ΔE to the lowest compared entry with this formula, charge and spin	202.7	kJ/mol
LUMO level	0.16	eV
structure (SMILES)	O=Cc1ccon1

Structure (XYZ):
```
10
Properties=species:S:1:pos:R:3:lowdin_charge:R:1
O -2.36 0.97 -0.82 0.07
C -1.68 -0.03 -0.88 -0.20
C -0.36 -0.19 -0.21 -0.25
C 0.35 0.63 0.71 0.01
C 1.56 0.03 0.77 -0.10
O 1.58 -1.05 -0.02 -0.02
N 0.38 -1.19 -0.63 0.11
H -1.97 -0.91 -1.49 0.13
H 0.02 1.47 1.30 0.12
H 2.49 0.27 1.27 0.13
```

---

no.,DFT total energy (Ha),F_max (eV Å⁻¹)
1,-3621.87469,1.05
2,-5446.01751,5.75
3,-329.22017,0.88
4,-2744.32598,15.88
5,-403.08996,3.70
6,-359.39317,0.59